Computed, not measured: a 4-piece molecular cluster, C16H36NO6S3Si overall in a non-equilibrium geometry, with ωB97M-V/def2-TZVPD.

Structure (XYZ):
```
63
C16H36NO6S3Si | the Open Molecules 2025 dataset | ωB97M-V/def2-TZVPD
C -1.68 3.06 -2.18
N -0.87 3.23 -0.97
Si -1.43 2.34 0.41
C -3.04 1.34 0.15
C -0.01 1.15 0.96
C -1.77 3.56 1.87
H -2.06 2.03 -2.36
H -2.53 3.78 -2.19
H -1.04 3.29 -3.05
H -3.68 1.36 1.04
H -2.80 0.29 -0.05
H -3.66 1.68 -0.68
H -0.34 0.11 0.90
H 0.80 1.26 0.23
H 0.38 1.44 1.94
H -2.65 3.25 2.45
H -1.88 4.58 1.52
H -0.89 3.53 2.51
C -4.35 3.69 7.41
C -5.84 3.74 7.08
C -5.98 4.30 5.66
S -4.46 3.85 4.80
O -3.75 5.06 4.48
O -4.76 2.85 3.81
C -3.67 3.07 6.20
H -4.15 3.12 8.32
H -3.97 4.71 7.57
H -6.26 2.73 7.12
H -6.40 4.35 7.79
H -6.82 3.86 5.13
H -6.05 5.38 5.65
H -2.60 3.26 6.16
H -3.87 2.00 6.14
C 2.66 -1.11 -1.57
C 3.19 -1.17 -0.13
C 2.35 -2.20 0.63
S 1.78 -3.38 -0.59
O 0.35 -3.29 -0.70
O 2.45 -4.65 -0.39
C 2.51 -2.56 -2.01
H 3.34 -0.56 -2.23
H 1.69 -0.61 -1.58
H 4.24 -1.48 -0.13
H 3.15 -0.19 0.35
H 2.93 -2.72 1.39
H 1.47 -1.74 1.08
H 1.87 -2.68 -2.87
H 3.48 -3.02 -2.19
C 3.46 -5.30 -5.30
C 3.83 -4.94 -6.74
C 4.42 -3.53 -6.72
S 5.15 -3.32 -5.10
O 4.42 -2.29 -4.40
O 6.59 -3.28 -5.21
C 4.66 -4.91 -4.45
H 3.22 -6.36 -5.19
H 2.58 -4.73 -4.99
H 4.57 -5.65 -7.11
H 2.97 -5.00 -7.40
H 5.20 -3.40 -7.47
H 3.66 -2.77 -6.84
H 4.43 -4.82 -3.39
H 5.49 -5.60 -4.59
```

Calculated total energy: -71333.70587 eV
Charge: -1
Highest occupied orbital energy: -0.062 hartree
Orbital gap: 3.66 eV
ΔE to the lowest compared entry with this formula, charge and spin: 50.9 kJ/mol

Atomic partial charges in e from the natural (NBO) method, atoms 1 to 5:
1. C -0.406
2. N -1.279
3. Si 1.753
4. C -1.134
5. C -1.129



Computed, not measured: C16H38AsIrN6O5Si2 as an isolated structure, with ωB97M-V/def2-TZVPD.

Structure (XYZ):
```
69
C16H38AsIrN6O5Si2 | the Open Molecules 2025 dataset | ωB97M-V/def2-TZVPD
Ir -1.02 0.27 1.95
N -3.08 -0.32 2.89
C -4.01 0.71 2.38
C -3.70 0.99 0.91
O -4.60 1.15 0.09
N -2.38 1.01 0.63
C -2.02 0.80 -0.75
C -0.90 -0.20 -0.80
O -0.32 -0.35 -1.94
O -0.57 -0.84 0.22
H -3.39 -1.25 2.61
H -3.05 -0.30 3.90
H -3.85 1.62 2.96
H -5.05 0.42 2.46
H -1.71 1.70 -1.29
H -2.87 0.39 -1.32
N 0.51 -0.43 3.25
C 0.79 0.57 4.33
C 2.18 1.19 4.16
C 2.42 1.99 2.86
C 2.14 3.50 2.94
N 0.73 3.87 2.87
C 0.01 3.96 1.77
N -1.32 3.91 1.86
N 0.59 4.13 0.57
C -0.27 1.66 4.38
O -0.15 2.56 5.20
O -1.21 1.63 3.49
H 0.31 -1.34 3.66
H 1.35 -0.57 2.70
H 0.76 0.07 5.30
H 2.91 0.38 4.21
H 2.37 1.83 5.02
H 1.86 1.57 2.02
H 3.47 1.89 2.60
H 2.69 4.01 2.14
H 2.53 3.90 3.87
H 0.22 3.80 3.75
H -1.68 3.31 2.60
H -1.88 3.96 1.03
H 1.54 4.47 0.51
H 0.03 4.18 -0.26
C 0.09 -4.15 -0.23
Si 0.10 -3.57 -2.01
C -1.65 -3.34 -2.62
C 1.10 -4.72 -3.08
As 1.25 -1.47 -2.01
Si 1.48 -1.00 -4.34
C 3.08 -1.84 -4.84
C 0.05 -1.58 -5.38
C 1.61 0.86 -4.42
H -0.45 -5.10 -0.14
H -0.40 -3.41 0.41
H 1.10 -4.29 0.14
H -2.19 -4.28 -2.50
H -1.69 -3.06 -3.68
H -2.18 -2.57 -2.05
H 0.69 -5.73 -3.01
H 2.14 -4.77 -2.76
H 1.07 -4.43 -4.13
H 3.03 -2.92 -4.72
H 3.92 -1.47 -4.25
H 3.29 -1.63 -5.89
H -0.04 -2.67 -5.40
H 0.20 -1.26 -6.42
H -0.89 -1.16 -5.03
H 2.35 1.24 -3.71
H 0.65 1.32 -4.20
H 1.91 1.17 -5.43
```

Expectation value of S²: 0.75
Calculated total energy: -115818.95593 eV
Charge: +1
Highest occupied orbital energy (spin up / spin down): -0.371 / -0.379 hartree
Spin multiplicity: 2
Orbital gap (spin up / spin down): 7.82 / 7.69 eV
ΔE to the lowest compared entry with this formula, charge and spin: 28.3 kJ/mol

Atomic partial charges in e from the natural (NBO) method, atoms 1 to 5:
1. Ir 0.882
2. N -0.812
3. C -0.319
4. C 0.631
5. O -0.637



Computed, not measured: C16H38ClNOsPRh as an isolated structure in a non-equilibrium geometry, with ωB97M-V/def2-TZVPD.

Structure (XYZ):
```
59
C16H38ClNOsPRh | the Open Molecules 2025 dataset | ωB97M-V/def2-TZVPD
Rh -0.29 0.35 -0.32
Cl 2.38 0.37 1.65
C -0.37 2.28 0.07
H -1.39 2.65 -0.17
H 0.36 2.78 -0.59
H -0.10 2.41 1.13
Os 2.08 -0.42 -0.51
C 2.88 -2.25 -0.48
C 3.60 0.61 -1.29
C 0.82 -0.45 -2.02
H 3.33 1.06 -2.25
H 3.86 1.41 -0.58
H 4.46 -0.06 -1.40
H 2.33 -2.97 -1.11
H 3.94 -2.18 -0.80
H 2.85 -2.60 0.56
H 0.92 0.32 -2.81
H 0.33 -1.39 -2.33
C -1.91 -3.48 0.83
C -3.04 -2.84 0.01
C -2.72 -3.06 -1.47
C -4.38 -3.46 0.40
P -3.09 -1.02 0.38
N -1.79 -0.62 -0.54
C -4.53 -0.12 -0.40
C -5.77 -0.29 0.51
C -4.18 1.36 -0.62
C -4.81 -0.71 -1.79
C -2.79 -0.56 2.17
C -3.08 0.94 2.36
C -3.76 -1.40 3.06
C -1.32 -0.83 2.55
H -1.80 -4.51 0.47
H -2.12 -3.52 1.91
H -0.95 -2.97 0.65
H -2.33 -4.08 -1.58
H -3.59 -2.93 -2.11
H -1.93 -2.36 -1.79
H -4.64 -3.25 1.44
H -5.20 -3.13 -0.25
H -4.28 -4.55 0.29
H -5.67 0.23 1.47
H -6.63 0.15 -0.02
H -6.00 -1.34 0.69
H -3.22 1.45 -1.15
H -4.96 1.79 -1.26
H -4.14 1.94 0.30
H -3.90 -0.74 -2.39
H -5.28 -1.71 -1.76
H -5.52 -0.04 -2.28
H -4.14 1.21 2.20
H -2.83 1.17 3.41
H -2.43 1.54 1.72
H -3.50 -2.47 3.07
H -3.69 -1.03 4.09
H -4.81 -1.29 2.75
H -1.14 -1.90 2.72
H -0.58 -0.45 1.80
H -1.12 -0.28 3.48
```

Expectation value of S²: 20.02
Calculated total energy: -45975.50263 eV
Highest occupied orbital energy (spin up / spin down): -0.172 / -0.303 hartree
Spin multiplicity: 9
Orbital gap (spin up / spin down): 5.04 / 6.93 eV

Atomic partial charges in e from the natural (NBO) method, atoms 1 to 5:
1. Rh 1.034
2. Cl -0.484
3. C -1.028
4. H 0.198
5. H 0.225



Computed, not measured: a 4-piece molecular cluster, C16H38NO11S3 overall in a non-equilibrium geometry, with ωB97M-V/def2-TZVPD.

Structure (XYZ):
```
69
C16H38NO11S3 | the Open Molecules 2025 dataset | ωB97M-V/def2-TZVPD
C 5.93 -0.37 0.79
C 5.84 -0.60 -0.77
C 7.13 -1.32 -1.28
O 7.65 -2.36 -0.36
N 7.02 -3.54 -0.52
O 7.14 -4.20 0.46
C 4.61 -1.53 -1.12
C 3.22 -0.84 -0.85
C 2.24 -1.29 -2.00
C 2.65 -1.51 0.48
H 6.19 -1.29 1.36
H 6.77 0.35 0.96
H 4.98 0.03 1.20
H 7.91 -0.53 -1.34
H 6.88 -1.76 -2.27
H 4.66 -1.73 -2.22
H 4.65 -2.53 -0.61
H 3.28 0.26 -0.73
H 1.20 -1.36 -1.57
H 2.52 -2.33 -2.28
H 2.19 -0.59 -2.86
H 1.74 -0.95 0.77
H 3.44 -1.52 1.25
H 2.36 -2.55 0.17
O 1.35 0.61 -5.18
S 1.32 2.01 -5.50
O 1.00 3.01 -4.52
O 0.38 2.23 -6.79
C -0.96 1.72 -6.74
C -1.87 2.61 -5.92
C 2.85 2.44 -6.28
H -0.96 0.69 -6.37
H -1.32 1.69 -7.77
H -1.60 2.59 -4.86
H -2.91 2.27 -6.00
H -1.81 3.64 -6.25
H 3.07 1.72 -7.05
H 3.62 2.42 -5.51
H 2.76 3.44 -6.69
O 0.42 -0.45 2.97
S -0.85 0.04 3.42
O -1.35 1.32 3.01
O -0.89 -0.04 5.03
C 0.17 0.58 5.77
C 0.00 2.09 5.83
C -2.09 -1.18 3.11
H 1.14 0.31 5.34
H 0.13 0.17 6.77
H 0.12 2.54 4.85
H 0.73 2.53 6.51
H -1.00 2.35 6.18
H -1.73 -2.14 3.46
H -2.25 -1.21 2.03
H -3.00 -0.89 3.62
O -7.31 0.59 4.34
S -7.30 -0.63 3.58
O -6.18 -1.52 3.60
O -7.67 -0.29 2.05
C -6.89 0.70 1.37
C -5.54 0.17 0.94
C -8.77 -1.55 3.95
H -6.78 1.59 2.00
H -7.46 1.00 0.49
H -4.91 -0.05 1.80
H -5.02 0.89 0.31
H -5.66 -0.76 0.38
H -9.63 -0.89 3.88
H -8.66 -1.94 4.96
H -8.85 -2.37 3.25
```

Calculated total energy: -73720.71635 eV
Charge: -1
Highest occupied orbital energy: -0.055 hartree
Orbital gap: 3.02 eV
ΔE to the lowest compared entry with this formula, charge and spin: 0.0 kJ/mol

Atomic partial charges in e from the natural (NBO) method, atoms 1 to 5:
1. C -0.667
2. C -0.417
3. C -0.175
4. O -0.388
5. N 0.335



Computed, not measured: a 3-piece molecular cluster, C16H39BFN2O8P overall in a non-equilibrium geometry, with ωB97M-V/def2-TZVPD.

Structure (XYZ):
```
68
C16H39BFN2O8P | the Open Molecules 2025 dataset | ωB97M-V/def2-TZVPD
C 1.36 6.10 0.93
C 0.70 6.36 -0.53
C 0.08 4.93 -0.97
C 0.47 4.48 -2.44
C 0.40 2.92 -2.75
F -0.40 2.76 -3.94
O 0.10 2.05 -1.66
C -1.24 1.95 -1.27
O -2.25 1.86 -1.96
P -1.51 1.86 0.63
O -2.05 3.15 1.22
O -2.49 0.50 1.00
O -0.01 1.51 1.38
B 1.92 2.49 -3.25
O 3.00 2.58 -2.29
C 2.21 1.95 -4.75
C 1.80 0.37 -4.77
H 0.55 5.59 1.56
H 1.69 7.08 1.40
H 2.23 5.38 0.74
H -0.12 7.16 -0.45
H 1.48 6.69 -1.29
H 0.27 4.13 -0.19
H -1.06 5.10 -0.97
H -0.15 5.05 -3.22
H 1.55 4.85 -2.62
H -2.31 0.26 1.94
H 0.45 0.81 0.86
H 3.13 1.66 -1.97
H 3.35 1.96 -4.92
H 1.70 2.54 -5.57
H 2.59 -0.24 -5.33
H 0.75 0.22 -5.18
H 1.82 0.03 -3.67
C 2.00 -3.65 0.65
C 1.29 -2.84 -0.43
C 1.83 -3.08 -1.85
O 3.07 -2.43 -2.12
C 4.21 -3.12 -1.63
N 1.34 -1.42 -0.06
H 2.98 -3.24 0.91
H 1.41 -3.67 1.57
H 2.14 -4.69 0.33
H 0.24 -3.16 -0.43
H 1.12 -2.65 -2.56
H 1.89 -4.15 -2.09
H 4.09 -4.21 -1.68
H 4.43 -2.81 -0.61
H 5.07 -2.84 -2.25
H 0.77 -0.89 -0.73
H 2.29 -1.09 -0.24
C -4.58 -2.65 2.90
C -3.16 -2.40 3.40
C -2.41 -3.69 3.80
O -2.81 -4.24 5.05
C -4.00 -5.01 5.00
N -3.21 -1.44 4.50
H -5.28 -2.86 3.71
H -4.96 -1.77 2.37
H -4.61 -3.49 2.20
H -2.61 -1.94 2.57
H -1.35 -3.44 3.91
H -2.47 -4.45 3.01
H -4.09 -5.56 4.06
H -4.87 -4.37 5.16
H -3.96 -5.73 5.82
H -2.26 -1.19 4.77
H -3.57 -1.93 5.32
```

Calculated total energy: -49266.99443 eV
Highest occupied orbital energy: -0.347 hartree
Orbital gap: 9.47 eV
SMILES: CCCC[C@](F)(OC(=O)P(=O)(O)O)B(O)CC.COC[C@@H](C)N.COC[C@@H](C)N

Atomic partial charges in e from the natural (NBO) method, atoms 1 to 5:
1. C -0.620
2. C -0.393
3. C -0.429
4. C -0.459
5. C 0.281



Computed, not measured: a 3-piece molecular cluster, C16H39BrO6S2Si overall, with ωB97M-V/def2-TZVPD.

Structure (XYZ):
```
65
C16H39BrO6S2Si | the Open Molecules 2025 dataset | ωB97M-V/def2-TZVPD
C 5.87 -2.43 1.67
C 6.49 -2.19 0.30
C 6.38 -0.75 -0.24
C 5.23 0.09 0.32
C 5.05 1.42 -0.41
C 3.64 2.02 -0.33
C 2.51 1.06 -0.76
Si 1.36 0.52 0.62
C -0.36 0.10 -0.05
C -0.95 -1.22 0.47
C -2.08 -1.68 -0.42
Br -2.85 -3.36 0.19
H 6.06 -3.46 2.00
H 4.79 -2.29 1.67
H 6.30 -1.77 2.43
H 7.54 -2.47 0.35
H 6.03 -2.88 -0.42
H 6.25 -0.79 -1.33
H 7.32 -0.22 -0.07
H 4.30 -0.49 0.29
H 5.42 0.29 1.38
H 5.75 2.14 0.04
H 5.35 1.33 -1.46
H 3.60 2.89 -0.98
H 3.48 2.40 0.68
H 2.93 0.17 -1.25
H 1.89 1.54 -1.51
H 1.25 1.63 1.59
H 1.91 -0.66 1.34
H -0.28 0.07 -1.14
H -1.03 0.93 0.19
H -0.19 -2.00 0.51
H -1.33 -1.09 1.48
H -1.75 -1.87 -1.44
H -2.90 -0.96 -0.44
O -6.63 -2.31 4.55
S -7.59 -3.27 4.09
O -7.77 -4.48 4.82
O -7.30 -3.60 2.57
C -5.93 -3.94 2.20
C -5.55 -5.34 2.62
C -9.15 -2.50 3.86
H -5.26 -3.19 2.63
H -5.91 -3.82 1.12
H -5.52 -5.45 3.70
H -4.56 -5.56 2.22
H -6.26 -6.06 2.22
H -9.01 -1.59 3.28
H -9.53 -2.27 4.85
H -9.81 -3.20 3.35
O -1.13 3.51 -2.57
S -0.14 3.61 -3.60
O 1.18 3.11 -3.33
O -0.05 5.11 -4.09
C 0.08 6.14 -3.07
C 1.47 6.21 -2.49
C -0.73 2.90 -5.09
H -0.68 5.96 -2.31
H -0.17 7.05 -3.61
H 1.72 5.31 -1.93
H 1.53 7.07 -1.83
H 2.22 6.33 -3.28
H -1.72 3.29 -5.30
H -0.77 1.82 -4.93
H -0.03 3.14 -5.89
```

Calculated total energy: -129099.61194 eV
Highest occupied orbital energy: -0.365 hartree
Orbital gap: 10.30 eV
SMILES: CCCCCCC[SiH2]CCCBr.CCOS(C)(=O)=O.CCOS(C)(=O)=O

Atomic partial charges in e from the natural (NBO) method, atoms 1 to 5:
1. C -0.609
2. C -0.394
3. C -0.389
4. C -0.407
5. C -0.388



Computed, not measured: C16H39CuO6P3 as an isolated structure in a non-equilibrium geometry, with ωB97M-V/def2-TZVPD.

Structure (XYZ):
```
65
C16H39CuO6P3 | the Open Molecules 2025 dataset | ωB97M-V/def2-TZVPD
Cu -1.08 1.56 1.09
C -0.74 -2.29 3.62
C -1.55 -3.17 2.69
C -3.02 -2.89 2.82
O -1.12 -2.82 1.32
P -0.91 -1.48 0.50
O -1.58 -0.28 1.20
C 0.84 -1.28 0.25
P 1.49 0.36 -0.06
O 1.02 1.49 0.87
O 1.17 0.82 -1.51
C 1.31 0.17 -2.78
C 0.08 0.49 -3.63
C 2.65 0.62 -3.44
O 3.05 0.08 0.00
C 4.05 1.15 0.55
C 5.35 0.80 -0.11
C 4.07 1.09 2.04
O -1.60 -1.69 -0.90
C -2.03 -2.82 -1.70
C -3.35 -3.35 -1.15
C -1.00 -3.92 -1.68
H -1.16 -2.42 4.62
H -0.89 -1.25 3.29
H 0.29 -2.62 3.57
H -1.33 -4.23 2.77
H -3.21 -1.84 2.57
H -3.32 -2.95 3.83
H -3.62 -3.60 2.21
H 1.23 -1.99 -0.49
H 1.34 -1.60 1.18
H 1.33 -0.91 -2.58
H -0.02 1.57 -3.70
H -0.83 -0.03 -3.26
H 0.32 0.13 -4.67
H 2.82 1.66 -3.37
H 2.63 0.34 -4.50
H 3.48 0.09 -2.96
H 3.63 2.12 0.25
H 5.62 -0.22 0.13
H 6.13 1.49 0.28
H 5.30 0.91 -1.20
H 4.38 0.09 2.39
H 3.12 1.38 2.46
H 4.89 1.69 2.35
H -2.17 -2.41 -2.70
H -3.18 -3.86 -0.19
H -3.88 -4.07 -1.76
H -4.07 -2.56 -0.95
H -0.84 -4.25 -0.65
H -0.10 -3.56 -2.10
H -1.34 -4.83 -2.25
C -3.48 3.99 0.75
P -1.70 3.55 0.68
C -0.82 4.86 1.59
C -1.13 3.77 -1.06
H -3.73 4.82 0.07
H -3.74 4.33 1.76
H -4.10 3.09 0.48
H -0.92 5.81 1.03
H 0.21 4.56 1.72
H -1.32 5.00 2.55
H -1.41 4.73 -1.50
H -1.46 2.93 -1.68
H -0.06 3.63 -0.97
```

Calculated total energy: -102016.87820 eV
Charge: +1
Highest occupied orbital energy: -0.401 hartree
Orbital gap: 9.16 eV

Atomic partial charges in e from the natural (NBO) method, atoms 1 to 5:
1. Cu 0.729
2. C -0.644
3. C 0.141
4. C -0.645
5. O -0.871



Q: The highest calculated total energy belongs to which entry?
A: C16H38ClNOsPRh



Q: Number 7 is which compound?
A: C16H39CuO6P3



Q: Which formula does entry 2 have?
A: C16H38AsIrN6O5Si2



Q: What is the formula in the seventh record?
A: C16H39CuO6P3